Formula: C20H27N3O3S
Source: OMol25
Level of theory: wB97M-V/def2-TZVPD

Each line ends with the natural charge from an NBO analysis.
Element x y z (Å)
C -6.6297 1.0333 1.2287  -0.603
C -6.1265 0.4973 -0.1107  -0.215
N -4.9851 -0.3936 0.0739  -0.461
C -5.2267 -1.7492 -0.3891  -0.203
C -5.2928 -1.9372 -1.9095  -0.638
C -3.7282 0.1832 -0.3577  -0.043
C -3.3411 1.4274 0.4552  -0.411
C -1.8396 1.5604 0.2134  -0.216
N -1.4018 0.1997 -0.0188  -0.405
C -0.1563 -0.2463 -0.2481  0.647
O 0.0824 -1.4255 -0.4673  -0.621
C 0.9493 0.7428 -0.2252  0.038
C 2.3098 0.3993 -0.4467  -0.311
C 2.9694 1.5896 -0.3324  0.281
C 4.4187 1.9403 -0.3984  -0.132
O 5.1365 1.3944 0.6996  -0.529
C 5.1507 0.0138 0.7665  0.348
C 4.4937 -0.5913 1.8316  -0.264
C 4.4546 -1.9678 1.9493  -0.195
C 5.0692 -2.7598 0.9938  -0.219
C 5.7556 -2.1685 -0.0497  -0.193
C 5.8183 -0.7866 -0.1627  -0.265
S 6.7567 -0.1000 -1.5154  0.218
C 7.9256 0.9497 -0.5930  -0.730
O 2.0782 2.5602 -0.0657  -0.255
N 0.8388 2.0320 -0.0066  -0.116
C -2.5221 -0.7191 -0.0847  -0.228
H -6.8556 0.2041 1.8933  0.208
H -5.8831 1.6610 1.7046  0.203
H -7.5332 1.6196 1.0790  0.202
H -5.8677 1.3340 -0.7704  0.181
H -6.9454 -0.0480 -0.5883  0.190
H -6.1726 -2.0685 0.0562  0.195
H -4.4432 -2.3927 0.0156  0.196
H -5.5672 -2.9636 -2.1381  0.216
H -4.3296 -1.7311 -2.3687  0.203
H -6.0352 -1.2760 -2.3514  0.203
H -3.7409 0.4530 -1.4315  0.169
H -3.8796 2.3230 0.1558  0.217
H -3.5411 1.2250 1.5069  0.212
H -1.3118 2.0004 1.0611  0.224
H -1.6256 2.1775 -0.6654  0.204
H 2.6936 -0.5759 -0.6553  0.260
H 4.8387 1.5916 -1.3516  0.217
H 4.5371 3.0226 -0.3136  0.219
H 4.0037 0.0444 2.5532  0.228
H 3.9292 -2.4202 2.7761  0.220
H 5.0253 -3.8354 1.0666  0.219
H 6.2586 -2.7699 -0.7914  0.226
H 8.5289 1.4584 -1.3376  0.227
H 8.5504 0.3156 0.0290  0.220
H 7.3827 1.6675 0.0125  0.231
H -2.3283 -1.4671 -0.8548  0.230
H -2.6456 -1.2280 0.8778  0.202

Atomic forces in eV per Å
C -0.023 -0.014 -0.334
C -0.082 0.077 0.360
N 0.195 0.023 -0.040
C -0.028 -0.110 -0.222
C 0.004 0.083 0.341
C 0.131 0.113 0.263
C 0.115 -0.144 -0.235
C -0.099 0.736 0.067
N -0.134 -0.206 -0.068
C -0.488 -0.067 0.074
O 0.274 -0.018 -0.022
C 1.006 0.412 -0.049
C 0.104 0.691 0.005
C -0.223 -0.944 -0.137
C -0.298 0.242 -0.303
O 0.232 -0.352 0.226
C -0.060 -0.195 0.174
C 0.076 0.256 -0.032
C 0.009 0.006 -0.022
C -0.040 -0.112 0.001
C -0.084 -0.034 0.064
C 0.279 0.465 -0.396
S 0.042 0.029 0.184
C -0.270 -0.309 -0.117
O 0.554 0.133 -0.009
N -0.902 -0.165 0.072
C -0.160 -0.373 -0.156
H -0.027 -0.075 0.093
H 0.087 0.068 0.088
H -0.136 0.120 0.056
H -0.039 -0.065 -0.065
H 0.065 0.030 -0.092
H 0.080 -0.079 0.032
H -0.078 -0.069 0.044
H -0.018 -0.109 -0.094
H 0.096 0.017 -0.115
H -0.073 0.046 -0.097
H 0.049 -0.035 0.073
H -0.035 0.079 0.042
H -0.045 -0.017 0.052
H -0.132 0.040 -0.122
H -0.035 0.023 0.141
H 0.129 -0.209 -0.053
H -0.057 0.131 0.235
H -0.018 -0.117 -0.092
H -0.069 0.072 0.060
H -0.051 -0.035 0.077
H -0.004 -0.101 0.013
H 0.086 -0.061 -0.034
H 0.088 0.056 -0.032
H 0.093 0.058 0.046
H 0.055 0.075 0.019
H -0.066 -0.001 0.094
H -0.071 -0.066 -0.058

Properties
- Kohn-Sham gap (Ha) = 0.338
- energy above the lowest of the compared OMol25 structures with the same formula, charge and spin (kJ/mol) = 329.8
- F_max (eV/Å) = 1.1
- HOMO (Ha) = -0.3111
- 2S+1 = 1

Formula: C20H27N3O3S
Source: OMol25
Level of theory: wB97M-V/def2-TZVPD

Each line ends with the natural charge from an NBO analysis.
Element x y z (Å)
C -6.4527 1.0718 0.0254  -0.638
C -5.6622 1.6256 1.1902  0.006
O -4.6275 2.4591 0.7135  -0.510
C -3.3882 1.9494 0.2136  0.301
C -3.0388 0.7474 0.0796  -0.266
C -1.8566 0.1493 -0.5153  -0.334
C -0.8885 0.9982 -0.8434  0.105
C -1.1743 2.5585 -0.8927  -0.155
C -2.3365 2.8917 -0.2906  -0.229
H -2.6507 3.9216 -0.0007  0.225
H -0.5048 3.0921 -1.2951  0.199
N 0.2689 0.6006 -1.7259  -0.515
C 0.1951 -0.5221 -1.5224  0.416
N 1.0389 -1.5127 -2.2271  -0.478
C 2.3719 -0.7411 -2.6866  -0.233
H 2.5906 -1.4101 -3.5404  0.233
H 2.1593 0.2513 -2.6056  0.220
C 3.5190 -1.2166 -1.6181  -0.298
C 3.3457 -0.4652 -0.4112  0.654
O 4.1565 -1.0742 0.5906  -0.767
N 2.7338 0.6207 -0.1806  -0.621
H 1.9929 0.5931 -0.8447  0.416
C 2.5067 1.1262 1.0688  -0.220
H 3.3656 0.6797 1.8021  0.279
H 2.6621 2.4365 0.7428  0.177
C 1.1245 0.9520 1.8175  0.102
H 0.4348 1.3881 1.3672  0.170
C 0.9581 -0.6046 1.9779  -0.453
H 0.3326 -1.1487 1.5593  0.207
H 1.9391 -1.1291 2.0615  0.231
C 0.5960 -0.6043 3.4844  -0.414
H 1.0388 -1.3928 4.0836  0.212
C 1.2401 0.6487 4.0947  -0.049
H 0.8779 1.1481 5.1056  0.191
O 1.1744 1.6181 3.1268  -0.519
H 2.2463 0.4006 4.1640  0.146
H -0.4384 -0.3755 3.6202  0.199
C 3.5334 -2.9089 -1.4274  -0.311
C 2.2858 -3.2965 -1.0819  -0.507
H 2.1007 -3.0329 -0.1415  0.227
C 1.0654 -2.9615 -1.8642  -0.084
H 1.4023 -3.6090 -2.9707  0.145
H 0.2948 -3.3068 -1.6206  0.159
H 2.4328 -4.3294 -0.8413  0.231
H 3.9863 -3.1332 -2.5902  0.182
H 4.2751 -2.7969 -0.7380  0.274
H 4.3546 -0.7396 -2.0358  0.239
S -1.4414 -1.3601 -0.8033  0.305
H -3.8246 -0.1662 0.1677  0.205
H -5.0600 0.5744 1.6647  0.137
H -6.1485 2.1983 1.7879  0.179
H -7.2330 0.5535 0.2733  0.206
H -5.9609 0.6736 -0.8077  0.218
H -6.8397 1.9739 -0.4052  0.207

Atomic forces in eV per Å
C 2.651 4.757 -0.573
C 6.406 -8.103 -3.867
O 2.974 0.599 -1.078
C -0.473 6.049 0.052
C -1.731 -10.712 -0.874
C -1.456 5.368 2.076
C 0.820 8.260 -3.393
C -5.227 -8.796 4.285
C -2.333 1.996 1.664
H 0.627 -0.428 -0.942
H 4.842 4.401 -2.713
N -2.679 10.995 2.197
C 0.491 -17.425 -1.908
N -0.474 2.559 1.552
C 0.026 -8.201 2.418
H 0.098 1.783 -0.557
H -0.289 2.535 -1.222
C -3.922 -0.072 -3.090
C 7.813 -6.917 7.531
O -3.805 3.186 -3.883
N -2.271 -0.697 -2.320
H -1.010 1.699 -0.363
C 1.823 5.462 3.804
H -1.930 1.514 -1.912
H -0.341 -3.561 2.004
C 7.263 -4.143 2.656
H -6.218 3.650 -4.267
C 6.682 5.138 7.291
H -5.890 -4.276 -4.695
H -0.353 0.606 -1.134
C -0.111 1.216 1.435
H -0.784 -0.776 -0.195
C -0.695 0.227 1.293
H 0.376 -1.544 -1.983
O -0.548 0.519 -2.892
H 2.312 -0.445 1.043
H -1.137 -0.930 0.142
C 5.038 6.999 -7.757
C -3.929 -3.754 0.588
H -0.599 2.007 4.347
C 14.221 4.639 -8.982
H -1.536 1.985 2.517
H -11.741 -4.831 4.067
H -0.876 -1.569 -0.572
H -1.348 -0.247 3.271
H 2.055 -1.322 2.151
H 1.987 -0.225 -0.702
S 2.778 -4.033 -1.339
H 1.405 2.370 0.404
H -1.963 3.194 -0.325
H -3.353 3.062 4.239
H -4.368 -3.376 1.683
H 1.414 -1.110 -0.637
H -0.714 0.720 -0.533

Properties
- Kohn-Sham gap (Ha) = 0.311
- energy above the lowest of the compared OMol25 structures with the same formula, charge and spin (kJ/mol) = 1723.3
- F_max (eV/Å) = 17.5
- HOMO (Ha) = -0.3015
- 2S+1 = 1

Formula: C20H27N3O3S
Source: OMol25
Level of theory: wB97M-V/def2-TZVPD

Each line ends with the natural charge from an NBO analysis.
Element x y z (Å)
C 0.7274 6.0399 0.6025  -0.243
O 1.1737 4.7103 0.5911  -0.537
C 1.1523 4.1311 -0.6888  -0.071
C 1.6997 2.7067 -0.5858  -0.254
N 0.9588 1.9272 0.3833  -0.450
C -0.2968 1.4717 0.1322  0.334
S -0.9292 1.6328 -1.5066  0.233
C -2.5080 0.7750 -1.2719  -0.608
C -2.3776 -0.6634 -0.7667  0.703
O -3.2115 -1.1372 -0.0291  -0.628
N -1.3309 -1.3360 -1.2696  -0.649
C -1.0623 -2.7233 -0.9588  -0.044
C -1.5086 -3.6323 -2.1119  -0.403
C -0.6358 -3.4392 -3.3487  -0.401
C 0.8293 -3.6944 -3.0094  -0.396
C 1.2894 -2.7746 -1.8824  -0.399
C 0.4218 -2.9537 -0.6340  -0.225
C 0.8949 -2.0460 0.4982  -0.591
N -1.0609 0.8716 0.9647  -0.552
C -0.6005 0.6467 2.2310  0.257
C -1.4271 -0.0059 3.1500  -0.241
C -0.9593 -0.2590 4.4189  -0.174
C 0.3277 0.1269 4.7954  -0.234
C 1.1525 0.7641 3.8963  -0.139
C 0.6984 1.0314 2.6032  -0.219
C 1.5619 1.6984 1.6368  0.675
O 2.7133 2.0200 1.8295  -0.595
H 1.3585 6.6765 -0.0299  0.164
H 0.7883 6.3776 1.6346  0.199
H -0.3102 6.1147 0.2519  0.165
H 0.1245 4.1216 -1.0856  0.173
H 1.7811 4.7038 -1.3881  0.174
H 1.6594 2.2233 -1.5654  0.214
H 2.7279 2.7423 -0.2166  0.265
H -3.1109 1.3420 -0.5644  0.263
H -2.9888 0.7795 -2.2519  0.247
H -0.7055 -0.8698 -1.9085  0.402
H -1.6702 -2.9445 -0.0741  0.236
H -1.4438 -4.6702 -1.7809  0.202
H -2.5527 -3.4187 -2.3475  0.216
H -0.9596 -4.1246 -4.1342  0.213
H -0.7532 -2.4227 -3.7311  0.188
H 1.4506 -3.5367 -3.8933  0.207
H 0.9503 -4.7342 -2.6973  0.195
H 1.2517 -1.7351 -2.2186  0.182
H 2.3289 -2.9926 -1.6286  0.214
H 0.5123 -3.9941 -0.3033  0.205
H 0.2317 -2.1229 1.3568  0.216
H 0.9133 -1.0075 0.1767  0.192
H 1.9000 -2.3183 0.8114  0.211
H -2.4126 -0.3041 2.8290  0.240
H -1.5935 -0.7641 5.1327  0.216
H 0.6765 -0.0794 5.7961  0.216
H 2.1535 1.0695 4.1607  0.235

Atomic forces in eV per Å
C -0.081 0.100 -0.029
O 0.175 -0.340 -0.014
C -0.021 -0.072 -0.091
C 0.173 0.595 -0.158
N 0.111 -0.077 0.237
C -0.677 -0.342 0.096
S -0.073 0.170 -0.491
C 0.189 0.172 0.269
C -0.090 0.455 -0.282
O -0.360 -0.203 0.193
N 0.475 -0.291 -0.302
C -0.181 -0.496 0.141
C -0.031 0.232 -0.007
C 0.044 -0.324 0.149
C 0.002 0.301 -0.149
C -0.078 -0.463 0.094
C 0.022 0.422 0.085
C -0.063 -0.264 -0.112
N -0.199 0.214 -0.334
C 0.641 0.120 0.395
C 0.081 0.005 0.072
C -0.099 -0.002 -0.090
C 0.174 0.039 0.056
C 0.034 0.030 -0.048
C -0.452 -0.217 0.211
C 0.107 -0.074 -0.098
O 0.083 0.060 0.149
H -0.020 0.008 0.034
H -0.037 0.087 -0.039
H 0.030 0.022 0.027
H 0.147 0.069 0.041
H -0.046 -0.070 0.028
H 0.103 0.014 0.074
H -0.168 -0.072 -0.189
H -0.002 -0.176 -0.054
H 0.034 0.032 -0.011
H -0.113 0.129 0.124
H 0.130 0.014 -0.113
H -0.024 -0.093 0.014
H -0.044 -0.056 0.064
H -0.037 0.087 -0.067
H -0.026 0.065 -0.091
H 0.039 -0.092 -0.012
H 0.043 -0.079 -0.012
H 0.057 0.143 -0.009
H 0.050 0.118 0.015
H -0.033 -0.023 -0.054
H -0.052 0.048 0.147
H -0.002 0.151 -0.027
H 0.121 -0.004 0.057
H -0.121 -0.038 -0.054
H -0.060 -0.042 0.051
H 0.041 -0.009 0.072
H 0.083 0.016 0.042

Properties
- Kohn-Sham gap (Ha) = 0.324
- energy above the lowest of the compared OMol25 structures with the same formula, charge and spin (kJ/mol) = 1.5
- F_max (eV/Å) = 0.8
- HOMO (Ha) = -0.3079
- 2S+1 = 1